# 1
A cluster of 2 separate species, C10H12F7NO4 in total, computed with ωB97M-V/def2-TZVPD.

Highest occupied orbital energy, Ha: -0.3205
Gap between HOMO and LUMO, eV: 8.335
SMILES: CC(C)=NOC(=O)OC(F)(F)C(F)(F)C(F)(F)F.CC(C)=O

Last column: Löwdin charge in e.
Geometry (Å):
C1 1.6477 -2.9110 -0.6860  -0.0119
C2 1.0314 -1.5812 -0.9818  -0.3250
C3 0.7641 -0.6726 0.2059  -0.0125
N1 0.7133 -1.2197 -2.1880  0.0799
O1 -0.6789 -1.2136 -2.4766  0.0297
C4 -1.2432 0.0254 -2.4453  -0.4818
O2 -0.6211 1.0440 -2.6096  0.1763
O3 -2.6285 0.0265 -2.2872  0.1626
C5 -3.0677 0.1925 -1.0000  -0.5058
F1 -4.1359 0.9887 -1.0746  0.1804
F2 -2.1888 0.8204 -0.2197  0.1837
C6 -3.5387 -1.1317 -0.2962  -0.3365
F3 -4.6984 -0.8804 0.3308  0.1605
F4 -2.6890 -1.5223 0.6578  0.1630
C7 -3.8335 -2.3259 -1.2423  -0.5666
F5 -2.7733 -2.7270 -1.9224  0.1944
F6 -4.1973 -3.3528 -0.4685  0.1785
F7 -4.8325 -2.0173 -2.0502  0.2073
H1 2.3884 -3.2152 -1.4196  0.0899
H2 2.1224 -2.8515 0.2911  0.0761
H3 0.8111 -3.6070 -0.6313  0.1015
H4 -0.1473 -1.0395 0.6919  0.0853
H5 1.5751 -0.6931 0.9233  0.0659
H6 0.5987 0.3162 -0.1986  0.0765
C8 1.9069 3.3734 2.7372  -0.0206
C9 2.8077 2.3526 2.0881  -0.4941
C10 4.0996 2.8557 1.4939  -0.0211
O4 2.5067 1.1823 2.0457  0.0564
H7 1.0174 2.8785 3.1205  0.0817
H8 2.4268 3.8572 3.5654  0.0856
H9 1.6057 4.1243 2.0053  0.0869
H10 4.7123 3.3176 2.2695  0.0855
H11 3.8907 3.5849 0.7098  0.0870
H12 4.6478 2.0214 1.0621  0.0815



# 2
A cluster of 9 separate species, H19O9 in total, computed with ωB97M-V/def2-TZVPD.

Highest occupied orbital energy, Ha: -0.5177
Gap between HOMO and LUMO, eV: 10.303
ΔE to the lowest compared entry with this formula, charge and spin, kcal per mole: 139.0
Charge: +1

Last column: Löwdin charge in e.
Geometry (Å):
O1 0.0562 -0.0498 0.0221  0.0793
H1 -0.5308 0.8663 0.3562  0.1969
H2 0.7538 0.0950 -0.4992  -0.0192
H3 -0.6214 -0.7798 -0.3719  0.1362
O2 0.3269 2.0909 1.4032  -0.0039
H4 0.5620 2.9404 1.4957  0.0175
H5 1.2322 1.6208 1.3062  0.1225
O3 1.7676 -2.5660 0.3601  -0.2050
H6 2.2593 -3.2583 -0.3253  0.1246
H7 2.6263 -1.8432 0.4424  0.1201
O4 2.5219 1.1399 -0.8582  -0.0533
H8 3.1616 0.5803 -0.3062  0.0995
H9 2.7016 1.8039 -0.1666  0.0503
O5 0.9178 -0.4050 -3.3652  -0.1358
H10 1.3102 -1.3909 -3.2725  0.1180
H11 1.6633 0.2584 -3.3477  0.0418
O6 -1.1422 1.5554 -1.1498  -0.0842
H12 -0.6996 2.4010 -1.2681  0.0594
H13 -2.1153 1.7935 -1.5412  0.1761
O7 -1.2339 0.2971 2.8118  0.0676
H14 -0.8578 1.0777 2.5029  -0.0045
H15 -0.7243 0.0899 3.4841  -0.0007
O8 -1.9892 -1.4593 -0.9453  -0.0565
H16 -2.6019 -0.8753 -1.4375  0.0863
H17 -2.3796 -1.7632 -0.1170  -0.0720
O9 -2.4461 -1.4273 1.1669  -0.0344
H18 -2.4307 -2.0999 1.9202  0.1430
H19 -2.0879 -0.6922 1.6998  0.0305



# 3
A cluster of 2 separate species, C14H23F4N4O5 in total, computed with ωB97M-V/def2-TZVPD.

Highest occupied orbital energy, Ha: -0.0190
Gap between HOMO and LUMO, eV: 1.439
Charge: -1

Last column: Löwdin charge in e.
Geometry (Å):
C1 1.6418 1.5169 1.6391  -0.0769
O1 0.7251 1.8203 0.5885  -0.2003
C2 1.1738 1.5615 -0.7208  -0.2128
C3 -0.0624 1.4437 -1.5839  -0.1565
C4 -0.0720 0.3108 -2.6083  -0.1436
C5 -0.7029 -0.9971 -2.1312  -0.1274
N1 -0.4339 -1.3214 -0.7522  0.0201
C6 0.7628 -2.0835 -0.3602  -0.0360
C7 1.5452 -2.5927 -1.5231  -0.4559
O2 1.8733 -3.7855 -1.6677  0.0964
F1 1.8929 -1.6655 -2.4077  0.0995
C8 -1.2622 -0.9756 0.2123  -0.3348
N2 -1.0927 -1.2673 1.4762  0.2174
C9 -2.0804 -0.7559 2.0920  -0.1031
N3 -2.9354 -0.1168 1.2861  -0.0332
C10 -4.1492 0.6025 1.5005  -0.0902
C11 -3.9554 2.0318 1.9427  -0.2679
O3 -2.9988 2.1699 2.9394  0.0322
C12 -3.5326 2.9494 0.7979  -0.6167
F2 -2.2372 3.1917 0.7985  0.1922
F3 -4.1553 4.1168 0.8975  0.1657
F4 -3.8441 2.4330 -0.3942  0.1358
N4 -2.4059 -0.2819 0.0344  0.1999
H1 2.4860 0.9329 1.3137  0.0825
H2 2.0034 2.4290 2.0840  0.0737
H3 1.1194 0.9603 2.3912  0.0670
H4 1.8015 0.6903 -0.7859  0.1082
H5 1.7549 2.4037 -1.0626  0.1217
H6 -0.9182 1.4434 -0.9433  0.0738
H7 -0.1276 2.3417 -2.1627  0.1028
H8 -0.6556 0.6521 -3.4437  0.1032
H9 0.8997 0.1433 -3.0023  0.0991
H10 -0.3573 -1.7949 -2.7491  0.1199
H11 -1.7581 -0.9580 -2.3041  0.1069
H12 1.4218 -1.4885 0.2529  0.0972
H13 0.4829 -2.9396 0.2017  0.1262
H14 -2.2531 -0.8163 3.1327  0.1267
H15 -4.7634 0.0766 2.2050  0.1213
H16 -4.6728 0.5941 0.5675  0.1235
H17 -4.8996 2.3986 2.3039  0.1515
H18 -3.1702 1.5235 3.6212  0.0956
H19 -2.8224 0.0952 -0.7892  0.1525
O4 6.7650 -2.7393 -0.7429  -0.3381
C13 5.8807 -1.9168 -0.2025  -0.5392
C14 4.3300 -2.3338 -0.5182  -0.4520
O5 3.4090 -1.4958 0.0061  -0.3213
H20 5.9217 -0.8490 -0.5499  0.0646
H21 5.8895 -1.8475 0.9182  0.0650
H22 4.2524 -3.3884 -0.1697  0.0846
H23 4.2856 -2.4217 -1.6281  0.0795



# 4
A cluster of 2 separate species, C2H3BrClNO2 in total, computed with ωB97M-V/def2-TZVPD.

Highest occupied orbital energy (alpha / beta), Ha: -0.4052 / -0.3377
Gap between HOMO and LUMO (alpha / beta), eV: 9.178 / 5.801
ΔE to the lowest compared entry with this formula, charge and spin, kcal per mole: 72.1

Last column: Löwdin charge in e.
Geometry (Å):
C1 -1.2499 -0.5955 -0.0741  -0.0788
C2 -0.0141 0.0170 -0.3500  -0.6577
N1 0.2532 1.3295 0.3153  -0.4171
O1 1.2458 1.9638 -0.0712  0.0142
O2 -0.5510 1.6201 1.1459  0.0849
Cl1 1.3117 -0.5382 -1.1033  0.7881
Br1 3.8370 -1.5084 0.4170  -0.0122
H1 -1.5737 -1.1618 -1.0540  0.1472
H2 -1.8986 0.1979 0.1764  0.0806
H3 -1.3604 -1.3244 0.5979  0.0509



# 5
A cluster of 2 separate species, C12H16N6O5 in total, computed with ωB97M-V/def2-TZVPD.

Highest occupied orbital energy, Ha: -0.2961
Gap between HOMO and LUMO, eV: 5.946
SMILES: O=[N+]([O-])c1cnc2no[n+]([O-])c2c1.CN(C)C(=O)[C@@H]1CCCN1

Last column: Löwdin charge in e.
Geometry (Å):
O1 1.7296 0.7002 2.4986  0.0409
N1 0.5930 1.1599 2.8073  -0.2969
O2 0.3762 1.7578 3.8845  0.0761
C1 -0.4846 0.9502 1.8883  -0.1079
C2 -1.8268 1.2422 2.3008  -0.0089
N2 -2.9089 0.8040 1.6825  0.1552
C3 -2.7295 -0.0146 0.6488  -0.3005
N3 -3.6537 -0.8758 0.1501  0.1770
O3 -2.8864 -1.8248 -0.5834  0.0314
N4 -1.5445 -1.4384 -0.6359  -0.1540
O4 -0.7090 -2.1637 -1.1567  0.0861
C4 -1.4216 -0.2808 0.1308  -0.1025
C5 -0.2762 0.1855 0.7382  0.1113
H1 -1.9722 1.8119 3.2211  0.1313
H2 0.7006 -0.0492 0.3339  0.1456
C6 -2.5202 -4.5380 1.2166  -0.0484
N5 -1.0903 -4.4692 1.0243  -0.1525
C7 -0.5466 -5.5679 0.2494  -0.0502
C8 -0.3971 -3.4529 1.5974  -0.4089
O5 -0.9722 -2.5032 2.1285  0.0383
C9 1.1423 -3.5113 1.5206  -0.2611
C10 1.7846 -4.7689 2.1891  -0.1199
C11 2.5815 -4.2483 3.3896  -0.1476
C12 2.5736 -2.7048 3.2731  -0.2160
N6 1.6796 -2.4124 2.2168  -0.0279
H3 -2.8340 -3.7058 1.8483  0.0871
H4 -3.0301 -4.4974 0.2442  0.0881
H5 -2.7901 -5.5024 1.6746  0.0944
H6 0.5175 -5.4177 0.0384  0.0800
H7 -0.6861 -6.5211 0.7869  0.0970
H8 -1.0935 -5.6485 -0.7017  0.0964
H9 1.3612 -3.4710 0.4357  0.1385
H10 1.0520 -5.5142 2.5146  0.1100
H11 2.4558 -5.2266 1.4549  0.1103
H12 2.0833 -4.5370 4.3205  0.1063
H13 3.5986 -4.6436 3.3864  0.1034
H14 2.2066 -2.2474 4.2109  0.1136
H15 3.5990 -2.3201 3.1334  0.1075
H16 1.4288 -1.4517 2.0583  0.0774



# 6
A cluster of 2 separate species, C4H10N2O2 in total, computed with ωB97M-V/def2-TZVPD.

Highest occupied orbital energy, Ha: -0.3497
Gap between HOMO and LUMO, eV: 10.052
ΔE to the lowest compared entry with this formula, charge and spin, kcal per mole: 18.6
SMILES: CC(N)=O.CC(N)=O

Last column: Löwdin charge in e.
Geometry (Å):
C1 -0.9734 -1.5218 1.3992  -0.0269
C2 0.0138 -2.5328 0.8854  -0.5998
N1 0.8717 -2.0781 -0.0764  0.1467
O1 0.1682 -3.6359 1.3747  0.0333
H1 -1.6759 -2.1126 2.0210  0.0901
H2 -1.4813 -0.8931 0.6787  0.0455
H3 -0.5005 -0.7418 2.0739  0.1045
H4 1.5874 -2.7500 -0.3006  0.1060
H5 0.9409 -1.0819 -0.1966  0.0682
C3 0.3145 1.2500 -1.7406  0.0073
C4 -0.3102 1.7474 -0.4155  -0.5671
N2 0.1901 2.9553 -0.0136  0.1447
O2 -1.1776 1.1836 0.2096  0.0339
H6 1.0271 1.9290 -2.1924  0.0677
H7 -0.5246 1.3388 -2.4826  0.1067
H8 0.6306 0.2533 -1.7071  0.0339
H9 -0.0350 3.2300 0.9385  0.1126
H10 0.9341 3.4608 -0.4557  0.0927



# 7
A structure of composition C34H62O20STa, computed with ωB97M-V/def2-TZVPD.

Highest occupied orbital energy, Ha: -0.2110
Gap between HOMO and LUMO, eV: 7.536
Charge: -1

Last column: Löwdin charge in e.
Geometry (Å):
C1 -0.7738 3.6460 -3.0278  -0.1135
C2 0.5861 3.5815 -3.7335  -0.2559
C3 0.9745 2.1005 -3.9908  -0.2063
C4 2.1377 1.6901 -3.0571  -0.2152
C5 3.5237 1.8025 -3.7014  -0.2065
C6 4.5659 1.0968 -2.8115  -0.2202
C7 4.7296 1.8359 -1.4922  -0.2196
C8 5.7485 1.1492 -0.5579  -0.1992
C9 6.2792 2.1072 0.5195  -0.2126
C10 5.3816 2.0966 1.7498  -0.2012
C11 5.5724 0.8644 2.6602  -0.1938
C12 4.2223 0.2133 3.0578  -0.2045
C13 4.0269 -1.1166 2.3107  -0.2308
C14 2.5247 -1.5071 2.1985  -0.3370
C15 1.9492 -1.0027 0.8568  -0.4610
Ta1 -0.3314 -0.9870 0.8265  1.3153
C16 -2.6345 -0.8805 0.4620  -0.5379
S1 -3.2155 -1.4759 -1.0798  0.4870
O1 -2.8296 -0.5808 -2.1513  -0.4163
O2 -2.9180 -2.8734 -1.3090  -0.4260
H1 -0.6980 3.2230 -2.0229  0.0712
H2 -1.4844 3.0256 -3.5788  0.0596
H3 -1.1729 4.6602 -2.9612  0.0640
H4 1.3486 4.1037 -3.1527  0.0976
H5 0.5009 4.1046 -4.6926  0.0912
H6 1.2410 1.9243 -5.0318  0.0993
H7 0.1413 1.4752 -3.6715  0.0901
H8 1.9999 0.6498 -2.7432  0.1036
H9 2.0513 2.3032 -2.1603  0.0999
H10 3.7884 2.8602 -3.8161  0.1113
H11 3.4997 1.3611 -4.7015  0.1073
H12 5.5161 1.0895 -3.3564  0.1064
H13 4.2363 0.0656 -2.6552  0.1126
H14 5.0427 2.8628 -1.7069  0.1142
H15 3.7912 1.8782 -0.9357  0.1008
H16 6.5681 0.8136 -1.2002  0.1054
H17 5.2163 0.3139 -0.0995  0.0910
H18 7.3270 1.8913 0.7483  0.1065
H19 6.2848 3.1208 0.1039  0.1013
H20 5.6315 2.9820 2.3435  0.0957
H21 4.3257 2.1981 1.4897  0.1053
H22 6.2493 0.1343 2.2096  0.1065
H23 6.0563 1.1837 3.5896  0.0860
H24 4.1715 0.0191 4.1331  0.1014
H25 3.3968 0.8811 2.8037  0.1034
H26 4.6417 -1.9281 2.7094  0.1038
H27 4.3713 -0.9475 1.2865  0.0751
H28 1.9682 -1.1266 3.0589  0.0725
H29 2.4871 -2.5983 2.2604  0.0839
H30 2.3167 0.0210 0.7075  0.0169
H31 2.3350 -1.6193 0.0405  0.0221
H32 -0.4736 0.0541 2.3576  -0.1612
H33 -0.4645 -2.4762 1.9498  -0.1459
H34 -0.2431 -2.0945 -0.6735  -0.1363
H35 -0.2220 0.5690 -0.2185  -0.1491
H36 -2.8520 0.1929 0.4177  0.0172
H37 -3.2247 -1.2971 1.2774  -0.0069
H38 -4.5819 -1.4232 -1.0350  0.0347
C17 -4.7007 -4.4705 3.8034  -0.1042
C18 -3.2197 -4.6889 3.9937  -0.1080
O3 -2.6571 -3.4403 3.5781  0.0429
C19 -3.6053 -2.4908 3.7183  -0.5713
O4 -3.4225 -1.3182 3.6171  0.1306
O5 -4.8167 -3.0445 3.9928  0.0154
H39 -5.3088 -5.0071 4.5290  0.1349
H40 -5.0432 -4.7352 2.7920  0.0932
H41 -2.9456 -4.8615 5.0381  0.1290
H42 -2.8333 -5.5032 3.3861  0.1358
C20 0.0100 -1.6784 -3.9165  -0.1050
C21 -0.6061 -2.7219 -4.8172  -0.1008
O6 -0.9743 -1.9502 -5.9741  0.0605
C22 -0.1866 -0.8497 -6.0050  -0.5656
O7 -0.1277 -0.0841 -6.9239  0.1265
O8 0.5140 -0.7235 -4.8699  0.0424
H43 0.8128 -2.0657 -3.2951  0.1265
H44 -0.7222 -1.1877 -3.2781  0.0999
H45 0.1071 -3.4906 -5.1232  0.1286
H46 -1.4770 -3.1987 -4.3758  0.1314
C23 -3.0832 2.7627 -7.5443  -0.1128
C24 -1.6010 2.7328 -7.2539  -0.1063
O9 -1.1284 3.8845 -7.9718  0.0637
C25 -2.1632 4.7421 -8.1213  -0.5731
O10 -2.0675 5.8590 -8.5282  0.1468
O11 -3.3313 4.1598 -7.7484  0.0529
H47 -3.6854 2.3804 -6.7241  0.1320
H48 -3.3416 2.2226 -8.4574  0.1304
H49 -1.3807 2.8634 -6.1924  0.1234
H50 -1.1187 1.8262 -7.6051  0.1076
C26 -6.3819 -3.7427 -1.0364  -0.1148
C27 -7.8201 -4.1978 -0.9123  -0.1069
O12 -7.7202 -5.2702 0.0342  0.0693
C28 -6.6011 -5.0729 0.7644  -0.5520
O13 -6.3130 -5.6911 1.7469  0.1330
O14 -5.8470 -4.0848 0.2475  0.0704
H51 -6.2883 -2.6769 -1.2215  0.1113
H52 -5.8276 -4.2864 -1.8022  0.1402
H53 -8.4706 -3.4248 -0.4998  0.1346
H54 -8.2387 -4.5508 -1.8509  0.1318
C29 -6.8611 -0.9423 4.8327  -0.1059
C30 -7.2101 -0.6938 6.2818  -0.1151
O15 -8.3083 0.2222 6.1846  0.0536
C31 -8.8845 0.0582 4.9667  -0.5735
O16 -9.9211 0.5486 4.6404  0.1494
O17 -8.1261 -0.7375 4.1786  0.0628
H55 -6.4852 -1.9418 4.6511  0.1076
H56 -6.1410 -0.2197 4.4465  0.1382
H57 -7.5513 -1.5973 6.7921  0.1298
H58 -6.3913 -0.2559 6.8467  0.1318
C32 8.6655 2.0433 6.7267  -0.1242
C33 7.4797 2.5597 7.5131  -0.1236
O18 7.0353 3.6571 6.7128  0.0582
C34 7.4557 3.4463 5.4371  -0.5613
O19 7.1080 4.0824 4.4954  0.1673
O20 8.3254 2.4033 5.3873  0.0536
H59 8.7993 0.9679 6.8129  0.1311
H60 9.5979 2.5417 7.0002  0.1303
H61 6.6742 1.8266 7.5849  0.1333
H62 7.7444 2.8954 8.5128  0.1293